No. 1
{
  "formula": "C5H6O",
  "method": "ωB97M-V/def2-TZVPD",
  "species": ["O", "C", "C", "C", "C", "C", "H", "H", "H", "H", "H", "H"],
  "positions_angstrom": [[0.79, -0.62, -1.26], [1.12, 0.32, -0.17], [0.86, -0.91, 0.75], [-0.11, -1.21, -0.29], [-0.98, -0.08, 0.28], [-0.15, 1.16, 0.00], [-0.53, -2.17, -0.55], [2.09, 0.79, -0.29], [-0.42, 1.71, -0.90], [-0.09, 1.84, 0.85], [-0.81, -0.24, 1.41], [-2.04, -0.16, 0.16]],
  "homo_ev": -8.602,
  "relative_energy_kcal_mol": 120.70,
  "gap_ev": 8.89
}

=====

No. 2
{
  "formula": "C19H27N2O2V",
  "method": "ωB97M-V/def2-TZVPD",
  "species": ["V", "O", "O", "N", "N", "C", "C", "C", "C", "C", "C", "C", "C", "C", "C", "C", "C", "C", "C", "C", "C", "C", "C", "C", "H", "H", "H", "H", "H", "H", "H", "H", "H", "H", "H", "H", "H", "H", "H", "H", "H", "H", "H", "H", "H", "H", "H", "H", "H", "H", "H"],
  "positions_angstrom": [[0.79, 0.61, 0.44], [1.64, -0.79, -0.01], [-0.05, -0.44, 1.80], [-1.30, 1.40, -1.65], [-0.82, 0.29, -0.85], [0.34, 3.06, 0.14], [1.86, -4.76, 1.02], [0.37, 2.01, 3.80], [-0.71, -2.11, 3.32], [1.05, -3.91, 1.76], [0.80, 2.24, 2.39], [1.71, -2.10, 0.32], [0.95, -2.55, 1.43], [-3.03, -0.06, -2.72], [1.64, 2.72, -0.27], [2.59, -4.28, -0.06], [-2.44, 2.23, -3.58], [2.10, 1.90, 1.96], [2.53, 2.16, 0.65], [-1.91, 0.95, -2.95], [-0.80, 0.36, -3.82], [0.08, -1.66, 2.16], [-0.08, 2.79, 1.44], [2.52, -2.94, -0.43], [-3.22, 2.68, -2.95], [0.03, 1.06, -3.94], [1.93, -5.80, 1.30], [2.78, 1.43, 2.66], [0.49, -4.30, 2.60], [-1.59, -0.22, -0.40], [-2.90, 2.01, -4.54], [-3.51, -0.30, -3.67], [-0.05, -2.47, 4.11], [-1.65, 2.96, -3.74], [3.53, 1.88, 0.35], [-1.10, 3.03, 1.74], [1.94, 2.88, -1.30], [-0.45, -0.37, -1.55], [-0.40, -0.60, -3.44], [3.22, -4.95, -0.63], [-1.19, 0.13, -4.81], [3.09, -2.55, -1.26], [-1.32, -1.29, 3.71], [-0.70, 1.82, 3.87], [-1.36, -2.94, 3.04], [0.58, 2.92, 4.37], [-0.35, 3.48, -0.58], [-2.05, 1.84, -1.11], [-2.68, -1.01, -2.31], [-3.81, 0.35, -2.07], [0.92, 1.20, 4.27]],
  "homo_ev": [-18.995, -19.053],
  "charge": 3,
  "relative_energy_kcal_mol": 12.05,
  "multiplicity": 2,
  "s2": 0.98,
  "gap_ev": [5.75, 7.14]
}

=====

No. 3
{
  "formula": "C3H8FPS",
  "method": "ωB97M-V/def2-TZVPD",
  "species": ["S", "P", "F", "C", "C", "C", "H", "H", "H", "H", "H", "H", "H", "H"],
  "positions_angstrom": [[3.91, -0.25, 0.37], [0.67, 1.57, -0.12], [3.76, -1.33, -0.82], [-1.15, -0.28, -0.55], [-1.71, 0.31, 0.75], [0.38, -0.09, -0.67], [-1.43, -1.46, -0.64], [-1.53, 0.36, -1.31], [-1.28, 1.20, 1.00], [1.10, 1.34, 1.34], [0.97, -0.80, 0.01], [-2.85, 0.34, 0.79], [-1.52, -0.51, 1.50], [0.69, -0.39, -1.66]],
  "homo_ev": [-7.855, -9.353],
  "relative_energy_kcal_mol": 0.00,
  "multiplicity": 3,
  "s2": 2.01,
  "gap_ev": [7.90, 6.86]
}

=====

No. 4
{
  "formula": "C49H64AsN5OReS2SbSeTe",
  "method": "ωB97M-V/def2-TZVPD",
  "species": ["Re", "Te", "Sb", "Se", "As", "S", "S", "O", "N", "N", "N", "N", "N", "C", "C", "C", "C", "C", "C", "C", "C", "C", "C", "C", "C", "C", "C", "C", "C", "C", "C", "C", "C", "C", "C", "C", "C", "C", "C", "C", "C", "C", "C", "C", "C", "C", "C", "C", "C", "C", "C", "C", "C", "C", "C", "C", "C", "C", "C", "C", "C", "C", "H", "H", "H", "H", "H", "H", "H", "H", "H", "H", "H", "H", "H", "H", "H", "H", "H", "H", "H", "H", "H", "H", "H", "H", "H", "H", "H", "H", "H", "H", "H", "H", "H", "H", "H", "H", "H", "H", "H", "H", "H", "H", "H", "H", "H", "H", "H", "H", "H", "H", "H", "H", "H", "H", "H", "H", "H", "H", "H", "H", "H", "H", "H", "H"],
  "positions_angstrom": [[-0.43, -1.16, -0.03], [-1.21, -3.43, 0.97], [2.03, 0.39, -2.31], [1.59, -3.11, -1.70], [-2.72, -0.87, 0.76], [-0.28, 1.34, 0.59], [1.77, -1.17, 1.08], [-0.18, -0.69, 5.44], [0.94, -0.58, 3.50], [3.30, -4.40, 0.21], [2.51, 0.88, 2.54], [-1.94, 2.45, -3.22], [4.30, -4.07, -1.68], [3.12, -3.90, -1.03], [-3.02, -0.87, 4.94], [1.70, 0.54, -5.45], [1.27, 3.48, -2.66], [2.95, 0.65, 5.74], [-5.62, -3.13, -1.31], [4.59, -4.87, 0.34], [5.05, -0.05, -1.56], [-2.45, -2.85, -3.58], [-4.24, 1.51, 1.45], [-5.81, -0.86, -2.08], [-1.80, -0.21, -2.97], [-1.86, 1.85, 1.17], [3.69, 1.64, 6.37], [1.40, -0.37, -4.27], [-4.38, -2.11, 2.85], [-3.30, -1.28, 2.58], [1.75, -0.19, 2.47], [0.98, 2.02, 5.92], [-4.20, -1.42, -0.37], [3.40, 1.32, 1.49], [4.53, -3.84, -3.09], [-2.78, -1.85, -4.47], [-2.99, 1.04, 1.06], [2.27, -4.54, 1.22], [2.84, 3.78, 1.65], [0.73, -0.18, 4.84], [-6.22, -2.19, -2.14], [-4.61, -2.75, -0.44], [5.21, -4.67, -0.84], [-1.49, -1.21, -2.01], [-4.11, -1.69, 5.21], [-4.82, -0.48, -1.19], [3.92, 2.72, 1.80], [-4.38, 2.80, 1.94], [-2.62, -0.66, 3.63], [4.10, -0.09, -2.75], [1.72, 3.01, 6.55], [3.08, 2.82, 6.76], [-1.81, -2.52, -2.40], [-2.41, -0.56, -4.18], [-2.00, 3.14, 1.71], [-1.18, 1.17, -2.89], [-4.79, -2.31, 4.16], [-3.25, 3.60, 2.09], [2.41, 2.48, -2.87], [-2.47, 3.15, -2.03], [-3.00, 2.37, -4.26], [1.60, 0.86, 5.48], [-1.55, -3.34, -1.74], [4.95, -5.31, 1.25], [2.77, 0.75, -5.52], [4.75, 2.93, 1.11], [-7.00, -2.49, -2.82], [2.50, 1.43, 3.39], [0.34, -0.62, -4.23], [1.34, -4.86, 0.75], [4.75, -0.76, -0.79], [-4.90, -2.60, 2.04], [-3.44, 3.36, -4.39], [1.24, 3.92, 6.89], [-2.56, 0.18, -4.95], [4.40, 0.63, -3.52], [-3.28, -2.08, -5.41], [-2.67, -3.89, -3.80], [-0.09, 2.15, 5.77], [-3.76, 1.67, -3.94], [-2.47, -0.41, 5.75], [4.34, 2.73, 2.81], [-5.93, -4.16, -1.35], [-4.12, -3.50, 0.17], [1.19, 1.51, -5.37], [1.64, 4.51, -2.64], [-1.67, 3.31, -1.32], [0.56, 3.42, -3.49], [-2.89, 4.11, -2.32], [3.27, 2.77, -2.26], [-1.79, 0.00, 3.42], [5.38, -3.17, -3.23], [2.59, -5.29, 1.94], [3.42, -0.28, 5.46], [0.74, 3.30, -1.72], [2.85, 1.34, 0.54], [-6.28, -0.12, -2.72], [6.07, -0.30, -1.87], [-1.13, 3.76, 1.84], [-3.24, 2.55, -1.55], [1.94, -1.31, -4.36], [3.23, 4.77, 1.90], [4.09, -1.08, -3.20], [4.74, -4.78, -3.59], [-5.09, 0.85, 1.39], [-1.21, 3.06, -3.59], [6.21, -4.89, -1.16], [-5.63, -2.95, 4.37], [1.39, 0.08, -6.38], [4.22, 0.61, 1.38], [-4.44, -1.85, 6.23], [3.66, 3.60, 7.25], [3.64, -3.40, -3.53], [-0.79, 1.32, -1.88], [-2.57, 2.05, -5.21], [-3.35, 4.59, 2.51], [-5.36, 3.17, 2.23], [1.99, 3.58, 2.30], [-4.51, 0.56, -1.14], [-0.33, 1.17, -3.58], [0.31, -1.34, 3.25], [4.74, 1.48, 6.57], [2.08, -3.60, 1.72], [2.48, 3.81, 0.62], [5.08, 0.95, -1.12], [2.74, 2.49, -3.91]],
  "homo_ev": [-8.372, -8.358],
  "charge": 1,
  "relative_energy_kcal_mol": 33.27,
  "multiplicity": 4,
  "s2": 3.80,
  "gap_ev": [6.23, 5.64]
}

=====

No. 5
{
  "formula": "CH7NS",
  "method": "ωB97M-V/def2-TZVPD",
  "species": ["S", "N", "C", "H", "H", "H", "H", "H", "H", "H"],
  "positions_angstrom": [[0.45, -1.37, -1.00], [0.18, 1.58, 0.86], [-1.17, 1.09, 1.04], [-1.91, 1.83, 1.33], [-1.23, 0.26, 1.75], [1.69, -1.69, -0.56], [-1.49, 0.76, 0.05], [0.17, 2.24, 0.09], [0.50, -0.15, -0.34], [0.55, 2.16, 1.61]],
  "homo_ev": [-15.414, -14.211],
  "charge": 1,
  "relative_energy_kcal_mol": 34.28,
  "multiplicity": 2,
  "s2": 0.76,
  "gap_ev": [11.69, 4.34]
}

=====

No. 6
{
  "formula": "C34H39As2N5O8S3Zn",
  "method": "ωB97M-V/def2-TZVPD",
  "species": ["As", "As", "Zn", "S", "S", "S", "O", "O", "O", "O", "O", "O", "O", "O", "N", "N", "N", "N", "N", "C", "C", "C", "C", "C", "C", "C", "C", "C", "C", "C", "C", "C", "C", "C", "C", "C", "C", "C", "C", "C", "C", "C", "C", "C", "C", "C", "C", "C", "C", "C", "C", "C", "C", "H", "H", "H", "H", "H", "H", "H", "H", "H", "H", "H", "H", "H", "H", "H", "H", "H", "H", "H", "H", "H", "H", "H", "H", "H", "H", "H", "H", "H", "H", "H", "H", "H", "H", "H", "H", "H", "H", "H"],
  "positions_angstrom": [[1.85, 1.36, 0.86], [2.57, -2.42, 0.21], [-0.62, 0.01, -1.05], [-1.45, -2.34, -0.87], [-0.06, 0.36, -3.66], [-2.29, 0.34, 1.28], [0.07, -3.01, 2.79], [0.24, 1.31, 3.22], [0.51, 2.97, -3.97], [-0.36, 2.43, -1.91], [3.49, -3.49, -2.03], [2.31, -3.05, 3.06], [3.16, -1.99, -3.72], [0.74, -0.67, 4.14], [-3.78, -3.40, 5.76], [1.83, 3.17, -1.53], [-0.48, 3.08, 1.00], [-3.32, -6.48, 3.07], [-2.30, 0.69, -0.32], [1.28, 0.79, -0.94], [1.15, -2.55, 2.55], [-3.30, 2.10, -1.99], [-2.83, -1.69, 2.89], [-3.02, -2.99, 3.35], [3.94, -4.38, -3.01], [2.45, -1.48, -1.50], [-3.56, 0.98, -0.97], [2.18, -3.95, 4.15], [1.37, 2.62, -5.03], [1.35, -0.22, 1.88], [-2.36, -3.78, 1.16], [3.03, -2.24, -2.52], [3.83, 1.98, -2.29], [-0.69, 4.18, 0.79], [2.28, -0.03, -1.77], [3.79, 0.88, 0.89], [1.50, -1.52, 1.55], [-2.42, -1.42, 1.59], [-3.07, -5.38, 2.81], [-2.11, -2.48, 0.72], [-0.89, 5.60, 0.56], [-2.24, 5.91, -0.08], [-4.64, 1.46, 0.02], [3.48, 0.64, -2.22], [0.99, 2.04, -1.72], [-3.43, -3.22, 4.67], [3.14, 3.11, -1.94], [-0.61, 1.62, 4.30], [-4.10, -0.25, -1.71], [0.29, 1.95, -3.04], [1.40, -3.98, -0.10], [0.75, 0.07, 3.18], [-2.81, -4.06, 2.44], [-5.52, 1.78, -0.54], [-1.29, 0.79, 4.50], [4.08, 0.74, 1.93], [-4.91, 0.66, 0.70], [-3.01, -0.85, 3.55], [-5.02, 0.00, -2.25], [-4.24, 2.51, -2.37], [4.85, 2.17, -2.61], [4.39, 1.69, 0.47], [2.35, 2.31, -4.67], [-0.08, 5.95, -0.10], [1.98, -4.85, -0.39], [1.16, -4.35, 4.17], [2.91, -4.75, 4.02], [0.94, 1.80, -5.62], [-3.05, 5.64, 0.60], [4.71, -3.93, -3.64], [3.99, -0.04, 0.34], [1.35, 4.05, -1.69], [3.12, -4.69, -3.67], [-4.26, 2.30, 0.60], [-2.31, 6.97, -0.30], [0.70, -3.73, -0.90], [-2.73, 2.89, -1.51], [0.83, -4.22, 0.79], [-2.72, 1.72, -2.82], [-2.37, 5.34, -1.00], [-3.36, -0.61, -2.41], [-1.16, 2.50, 4.00], [2.37, -3.41, 5.08], [3.64, 4.07, -1.95], [-2.16, -4.60, 0.49], [4.25, -0.05, -2.57], [-4.31, -1.05, -0.99], [4.34, -5.25, -2.49], [-0.79, 6.11, 1.52], [-0.02, 1.82, 5.21], [1.46, 3.51, -5.65], [1.68, -0.13, -2.78]],
  "homo_ev": -1.152,
  "charge": -2,
  "relative_energy_kcal_mol": 98.43,
  "gap_ev": 4.79
}

=====

No. 7
{
  "formula": "C43H49ClN9O8S3Si4TeTi",
  "method": "ωB97M-V/def2-TZVPD",
  "species": ["Te", "Ti", "Cl", "S", "S", "S", "Si", "Si", "Si", "Si", "O", "O", "O", "O", "O", "O", "O", "O", "N", "N", "N", "N", "N", "N", "N", "N", "N", "C", "C", "C", "C", "C", "C", "C", "C", "C", "C", "C", "C", "C", "C", "C", "C", "C", "C", "C", "C", "C", "C", "C", "C", "C", "C", "C", "C", "C", "C", "C", "C", "C", "C", "C", "C", "C", "C", "C", "C", "C", "C", "C", "H", "H", "H", "H", "H", "H", "H", "H", "H", "H", "H", "H", "H", "H", "H", "H", "H", "H", "H", "H", "H", "H", "H", "H", "H", "H", "H", "H", "H", "H", "H", "H", "H", "H", "H", "H", "H", "H", "H", "H", "H", "H", "H", "H", "H", "H", "H", "H", "H"],
  "positions_angstrom": [[-0.39, -1.85, -2.27], [0.32, 0.98, -0.06], [-2.74, -2.05, 5.77], [3.56, 4.30, 0.40], [0.93, 5.56, 1.84], [0.33, 1.76, -2.36], [0.09, -4.79, -4.48], [0.68, -1.29, -5.97], [1.09, -2.70, -4.13], [3.41, -2.94, -3.87], [-3.74, -3.73, 2.35], [-0.44, 6.00, 1.78], [-1.33, 0.06, 0.07], [1.94, 6.37, 1.19], [2.22, -0.57, -1.74], [-5.08, -2.13, 3.09], [-2.75, -1.66, 0.12], [1.27, -0.26, 0.98], [-1.34, 2.81, -0.10], [1.80, -3.82, 3.87], [2.45, 5.69, 7.59], [1.10, -1.39, 1.60], [-1.21, -0.49, 4.12], [4.00, -0.08, 2.98], [-1.03, -0.23, 2.82], [0.99, 4.04, 1.37], [2.01, 2.24, 0.31], [2.02, 3.51, 0.74], [-0.97, 2.92, -2.47], [3.12, -0.79, 2.75], [2.07, 5.59, 6.25], [-1.06, -0.60, -5.87], [-1.97, 3.24, 0.97], [1.35, 5.51, 3.56], [0.79, 5.95, 5.85], [-0.73, 0.39, 6.37], [0.43, 5.92, 4.51], [-2.72, 4.28, -1.47], [-1.30, 3.45, -3.70], [2.02, -1.66, 2.47], [0.86, 0.65, 4.58], [1.89, 0.14, -6.00], [-1.57, 2.81, 2.34], [0.14, 1.07, 7.22], [-1.93, -0.92, 2.16], [-3.02, 4.82, -2.74], [2.99, 5.18, 5.28], [-0.35, 0.18, 5.05], [0.84, -2.25, -7.59], [3.81, -4.16, -2.50], [4.19, 2.80, -0.21], [3.96, -3.68, -5.52], [-2.02, -0.87, 0.68], [-1.69, 3.33, -1.32], [1.36, 1.53, 6.76], [0.19, -5.83, -2.91], [-3.42, 4.68, -0.31], [-2.24, -1.36, 4.28], [-2.32, 4.40, -3.84], [4.48, -1.41, -3.66], [1.07, -0.49, -1.43], [-3.86, -2.63, 2.76], [-2.73, -1.68, 3.04], [2.64, 5.15, 3.95], [0.83, -5.81, -5.89], [1.71, 1.33, 5.44], [1.89, -2.88, 3.23], [-1.72, -4.50, -4.89], [-3.05, 4.16, 0.89], [3.25, 1.85, -0.18], [-3.82, 5.55, -2.82], [1.70, 5.69, 8.26], [-4.99, -1.21, 3.37], [4.89, -4.27, -2.39], [-0.47, -6.69, -2.98], [0.24, -6.72, -6.03], [-0.11, -5.24, -2.05], [-3.54, 4.46, 1.81], [2.66, 1.69, 5.06], [-1.69, 0.06, 6.74], [-2.38, 2.25, 2.82], [1.14, 0.50, 3.55], [0.06, 6.27, 6.60], [-2.55, 4.80, -4.82], [2.90, -0.19, -6.24], [5.02, -3.96, -5.48], [0.13, -3.08, -7.63], [-1.19, -0.06, -4.93], [-1.36, 3.70, 2.93], [-2.29, -5.43, -4.83], [1.21, -6.18, -2.73], [-1.83, -4.09, -5.90], [2.03, 2.06, 7.43], [3.25, 5.14, 7.86], [-1.26, 0.09, -6.69], [3.99, 4.90, 5.59], [0.66, -1.60, -8.45], [-0.56, 6.21, 4.19], [1.91, 0.65, -5.03], [-4.22, 5.40, -0.39], [3.38, -5.14, -2.71], [3.39, -3.82, -1.55], [-0.67, 2.20, 2.33], [5.53, -1.73, -3.56], [5.19, 2.72, -0.58], [-1.81, -1.39, -5.90], [1.86, -6.11, -5.67], [3.84, -2.96, -6.33], [0.84, -5.26, -6.83], [4.20, -0.83, -2.79], [3.39, -4.57, -5.80], [1.84, -2.68, -7.70], [3.37, 0.84, -0.52], [1.59, 0.88, -6.76], [-0.74, 3.13, -4.57], [-0.16, 1.24, 8.25], [3.36, 4.85, 3.20], [4.41, -0.76, -4.53], [-2.17, -3.79, -4.20]],
  "homo_ev": -5.104,
  "charge": -1,
  "relative_energy_kcal_mol": 23.11,
  "gap_ev": 6.53
}

=====

No. 8
{
  "formula": "C4H5NO",
  "method": "ωB97M-V/def2-TZVPD",
  "species": ["O", "N", "C", "C", "C", "C", "H", "H", "H", "H", "H"],
  "positions_angstrom": [[-1.05, 0.52, 0.46], [-0.45, 1.64, -1.62], [0.83, -0.13, -0.71], [0.77, -0.93, 0.35], [-0.31, 0.80, -0.69], [-0.40, -0.59, 1.19], [-0.08, -0.30, 2.21], [1.54, -0.08, -1.51], [-1.23, 2.29, -1.63], [-1.05, -1.48, 1.32], [1.44, -1.74, 0.64]],
  "homo_ev": -9.491,
  "relative_energy_kcal_mol": 22.08,
  "gap_ev": 10.45,
  "smiles": "[H]/N=C1/C=CCO1"
}

=====

What did the fifth record say?
{
  "formula": "CH7NS",
  "method": "ωB97M-V/def2-TZVPD",
  "species": ["S", "N", "C", "H", "H", "H", "H", "H", "H", "H"],
  "positions_angstrom": [[0.45, -1.37, -1.00], [0.18, 1.58, 0.86], [-1.17, 1.09, 1.04], [-1.91, 1.83, 1.33], [-1.23, 0.26, 1.75], [1.69, -1.69, -0.56], [-1.49, 0.76, 0.05], [0.17, 2.24, 0.09], [0.50, -0.15, -0.34], [0.55, 2.16, 1.61]],
  "homo_ev": [-15.414, -14.211],
  "charge": 1,
  "relative_energy_kcal_mol": 34.28,
  "multiplicity": 2,
  "s2": 0.76,
  "gap_ev": [11.69, 4.34]
}